a | ORCA calculation (ωB97M-V with the def2-TZVPD basis set) on a cluster of 2 separate species, C3H9NS2 in total.

Molar mass (Da): 123.25
Lowest unoccupied orbital energy (eV): 0.651

Each line ends with the natural charge from an NBO analysis.
CARTESIAN COORDINATES (ANGSTROEM)
S 1.969 0.261 -2.076  -0.104
S 3.026 -1.467 -2.014  0.108
N -2.985 1.664 3.643  -0.816
C -3.393 0.573 2.798  -0.034
C -2.507 0.099 1.830  -0.497
C 4.208 -1.323 -3.332  -0.800
H 4.737 -0.353 -3.349  0.227
H -3.789 1.914 4.217  0.359
H -1.372 0.093 1.774  0.222
H -4.002 -0.198 3.222  0.202
H 3.576 -1.128 -4.188  0.214
H 4.967 -2.207 -3.570  0.254
H -3.027 -0.576 1.140  0.190
H -2.816 2.531 3.129  0.374
H 1.408 0.118 -3.223  0.101

=====

b | ORCA calculation (ωB97M-V with the def2-TZVPD basis set) on the molecule C3H9NS2.

Molar mass (Da): 123.25
Lowest unoccupied orbital energy (eV): 0.503

Each line ends with the natural charge from an NBO analysis.
CARTESIAN COORDINATES (ANGSTROEM)
S 1.127 0.179 1.417  0.118
S 0.266 1.914 0.633  -0.024
N -1.410 -2.396 -0.408  -0.859
C 0.968 3.210 -0.568  -0.708
C -0.910 -1.473 0.592  -0.227
C 0.453 -0.965 0.143  -0.533
H -1.587 -0.618 0.687  0.200
H 0.302 -0.560 -0.855  0.237
H 1.747 3.775 -0.046  0.227
H -0.820 -1.929 1.592  0.164
H -0.004 3.577 -0.892  0.243
H 1.611 2.867 -1.381  0.219
H -0.723 -3.041 -0.766  0.360
H 1.267 -1.697 0.050  0.212
H -2.288 -2.844 -0.198  0.370

=====

c | ORCA calculation (ωB97M-V with the def2-TZVPD basis set) on the molecule C3H9NS2.

Molar mass (Da): 123.25
Lowest unoccupied orbital energy (eV): -0.777

Each line ends with the natural charge from an NBO analysis.
CARTESIAN COORDINATES (ANGSTROEM)
S 0.377 -0.904 0.571  0.210
S 1.735 -1.396 -1.159  -0.108
N -1.170 1.639 -0.013  -0.428
C 1.620 -1.788 1.842  -0.672
C -2.391 1.489 -0.769  -0.442
C -0.140 0.831 -0.451  -0.294
H -2.286 0.758 -1.584  0.157
H 1.305 -1.890 2.873  0.225
H 2.089 -0.153 -1.372  0.120
H 0.803 1.385 -0.387  0.193
H -0.383 0.508 -1.551  0.200
H 1.795 -2.777 1.369  0.227
H -2.752 2.436 -1.181  0.206
H -3.124 1.059 -0.068  0.193
H 2.522 -1.198 1.879  0.216

=====

Most stable structure: b